Entry 1:
C21H41N5O4 | ωB97M-V with the def2-TZVPD basis set

XYZ file:
```
71
Properties=species:S:1:pos:R:3:mulliken_charge:R:1
N 5.74 -0.07 1.45 -0.646
C 5.25 0.36 0.13 -0.428
C 4.66 -0.81 -0.65 0.508
O 5.69 -1.74 -0.89 -0.586
C 3.98 -0.40 -1.97 -0.494
O 3.56 0.96 -1.92 -0.220
C 2.77 1.33 -2.95 0.365
O 2.58 0.61 -3.93 -0.615
N 2.17 2.60 -2.86 -0.231
C 2.22 3.26 -1.53 -0.399
C 0.85 3.91 -1.26 -1.084
C -0.07 2.88 -0.57 0.388
C -0.58 3.29 0.82 -0.770
C -0.97 2.06 1.67 -0.909
C -2.43 1.65 1.57 -0.751
C -2.89 1.14 0.20 -0.796
C -2.00 0.06 -0.41 0.370
C -2.41 -0.22 -1.87 -1.061
C -3.49 -1.30 -2.04 -0.725
C -2.95 -2.73 -2.13 -0.924
C -2.30 -3.25 -0.84 -0.872
N -0.83 -3.27 -0.85 0.342
C 0.05 -2.89 -1.81 -0.379
C 1.29 -3.16 -1.33 -0.575
C 1.16 -3.71 -0.05 -0.776
C -0.17 -3.75 0.22 -0.675
H 5.11 0.26 2.17 0.275
H 5.77 -1.08 1.51 0.259
H 6.08 0.76 -0.44 0.331
H 4.47 1.09 0.30 0.082
H 3.88 -1.25 -0.02 0.136
H 5.30 -2.56 -1.21 0.346
H 3.12 -1.04 -2.09 0.126
H 4.68 -0.58 -2.78 0.336
H 2.66 3.18 -3.52 0.303
H 2.46 2.57 -0.73 0.178
H 2.96 4.05 -1.54 0.421
H 0.94 4.82 -0.69 0.410
H 0.42 4.12 -2.24 0.437
H -0.93 2.63 -1.18 -0.060
H 0.48 1.95 -0.44 0.011
H 0.22 3.79 1.37 0.474
H -1.43 3.97 0.75 0.314
H -0.80 2.35 2.71 0.475
H -0.29 1.22 1.49 0.275
H -3.05 2.51 1.83 0.423
H -2.63 0.91 2.35 0.077
H -3.06 1.96 -0.48 0.406
H -3.87 0.68 0.35 0.398
H -0.95 0.33 -0.42 -0.097
H -2.09 -0.83 0.22 0.176
H -2.84 0.71 -2.25 0.573
H -1.56 -0.42 -2.51 0.385
H -3.98 -1.10 -3.00 0.397
H -4.27 -1.24 -1.29 0.297
H -2.30 -2.83 -2.99 0.418
H -3.80 -3.37 -2.31 0.358
H -2.68 -2.74 0.04 0.521
H -2.61 -4.28 -0.74 0.532
H -0.24 -2.45 -2.73 0.339
H 2.19 -2.98 -1.90 0.748
H 1.98 -4.00 0.58 0.461
H -0.60 -4.11 1.13 0.394
N -4.54 -0.55 4.75 -0.330
C -3.34 -0.22 5.30 0.636
N -3.16 -0.60 6.60 -0.447
O -2.48 0.39 4.68 -0.590
H -5.26 -1.05 5.24 0.168
H -4.70 -0.28 3.80 0.207
H -2.29 -0.37 7.03 0.216
H -3.85 -1.10 7.13 0.147
```

HOMO-LUMO gap = 8.76 eV
E_LUMO = 0.0180 Ha
DFT total energy = -38082.9022 eV
structure (SMILES) = NC[C@H](O)COC(=O)NCCCCCCCCCCCCn1cccc1.NC(N)=O
M = 427.6 g mol⁻¹
HOMO = -8.3 eV

=====

Entry 2:
C2H4N4O | ωB97M-V with the def2-TZVPD basis set

XYZ file:
```
11
Properties=species:S:1:pos:R:3:mulliken_charge:R:1
N -0.35 1.24 -1.72 -0.371
C -0.15 0.49 -0.62 0.496
N -1.00 0.48 0.39 -0.680
N -0.36 -0.44 1.28 -0.023
C 0.77 -0.98 0.53 0.475
O 1.03 -2.09 1.10 -0.613
N 0.96 -0.36 -0.59 -0.577
H -1.06 1.96 -1.69 0.257
H 0.42 1.34 -2.36 0.248
H -0.06 0.06 2.12 0.275
H -0.19 -1.71 1.56 0.514
```

HOMO-LUMO gap = 9.95 eV
relative energy (zero: lowest compared OMol25 entry of this formula, charge and spin) = 65.2 kcal per mole
E_LUMO = 0.0269 Ha
DFT total energy = -10144.3087 eV
M = 100.1 g mol⁻¹
HOMO = -9.2 eV

=====

Entry 3:
C6H43NO14 | ωB97M-V with the def2-TZVPD basis set

XYZ file:
```
64
Properties=species:S:1:pos:R:3:mulliken_charge:R:1
C -1.37 3.26 0.26 0.150
C 0.05 3.23 0.85 -0.982
C -1.54 2.30 -0.96 -0.331
N -2.64 1.32 -0.74 -0.124
C -2.35 0.48 0.44 0.760
C -3.54 -0.50 0.73 -1.241
C -3.92 2.04 -0.49 -1.235
H -1.69 4.25 -0.08 0.510
H -2.13 3.05 1.01 -0.182
H 0.69 2.54 0.31 -0.111
H 0.01 2.95 1.90 0.405
H 0.49 4.23 0.80 0.388
H -0.65 1.65 -1.00 -0.218
H -1.74 2.83 -1.88 0.422
H -1.55 -0.19 0.15 -0.499
H -2.24 1.09 1.34 0.113
H -3.19 -1.52 0.57 0.236
H -4.42 -0.46 0.09 0.421
H -3.70 -0.43 1.80 0.357
H -4.47 1.98 -1.44 0.313
H -4.54 1.62 0.28 0.478
H -3.88 3.13 -0.33 0.328
H 2.24 2.42 -3.39 0.308
H 0.74 2.12 -2.93 0.354
O 1.38 2.07 -3.64 -0.664
H 3.69 -0.88 0.25 0.303
H 4.29 -1.93 1.41 0.436
O 4.42 -1.33 0.66 -0.691
H 4.12 2.37 0.88 0.359
H 3.06 3.31 1.48 0.337
O 3.81 2.75 1.71 -0.670
H -0.51 -3.31 2.61 0.284
H -1.34 -2.06 2.90 0.280
O -1.29 -2.82 2.31 -0.559
H 3.18 -3.93 1.92 0.381
H 2.90 -3.18 3.02 0.291
O 3.67 -3.26 2.44 -0.684
H 2.39 1.29 1.25 0.102
H 2.63 0.60 -0.19 0.423
O 2.48 0.46 0.77 -0.560
H -1.57 -4.47 0.02 0.228
H -1.84 -3.30 -0.92 0.234
O -1.19 -3.68 -0.33 -0.440
H 2.71 0.61 -2.21 0.379
H 4.13 0.82 -2.14 0.327
O 3.37 1.10 -1.62 -0.655
H 1.07 -2.56 -1.38 0.376
H 0.50 -3.80 -2.16 0.263
O 0.74 -2.88 -2.23 -0.681
H 1.31 -1.13 -3.08 0.288
H 1.72 -0.03 -4.04 0.314
O 1.97 -0.44 -3.21 -0.631
H 1.14 -5.05 1.97 0.237
H 1.19 -3.69 1.04 0.442
O 1.29 -4.10 1.95 -0.740
H -0.46 -1.68 -2.73 0.338
H -1.73 -0.87 -3.09 0.310
O -0.87 -1.14 -3.44 -0.645
H -2.76 2.47 3.49 0.322
H -3.66 2.75 2.24 0.350
O -3.25 3.15 3.01 -0.649
H 0.13 -1.87 0.35 0.380
H 1.49 -1.58 1.03 0.208
O 1.05 -2.16 0.39 -0.541
```

HOMO-LUMO gap = 8.86 eV
relative energy (zero: lowest compared OMol25 entry of this formula, charge and spin) = 95.5 kcal per mole
E_LUMO = -0.0060 Ha
DFT total energy = -37073.6263 eV
M = 353.4 g mol⁻¹
HOMO = -9.0 eV